No. 1
Formula: C19H54F3O12SSn
Source: the Open Molecules 2025 dataset
Level of theory: ωB97M-V with the def2-TZVPD basis set

LUMO level (spin up / spin down): -1.5305 / -1.4021 eV
<S²>: 0.753
E_tot: -69962.9750 eV
2S+1: 2
frontier orbital gap (spin up / spin down): 5.867 / 7.733 eV

Atoms and positions in Å:
Sn1 -6.12681 19.90373 22.43897
C1 -5.34652 16.19813 18.52207
F1 -4.90907 15.03868 17.99709
F2 -4.82965 17.27249 17.88285
F3 -6.65251 16.12884 18.40391
S1 -4.77539 16.23094 20.37665
O1 -5.30451 17.51246 20.88847
O2 -5.37108 15.01814 21.00935
O3 -3.29405 16.19780 20.34831
C2 -3.93383 12.13251 19.82177
C3 -4.89735 11.68157 20.98572
O4 -6.07832 12.43976 20.96120
H1 -3.56157 13.14970 19.94369
H2 -4.41655 12.25321 18.85198
H3 -3.10004 11.45016 19.65653
H4 -4.40352 11.87402 21.93819
H5 -5.04336 10.60538 20.89300
H6 -5.80822 13.36060 20.93475
C4 -2.65177 14.25018 22.98709
C5 -3.63304 14.22562 24.12412
O5 -4.78614 14.94426 23.86189
H7 -1.79693 13.59332 23.14796
H8 -2.12561 15.20274 22.92491
H9 -3.08541 13.96917 22.02735
H10 -3.18796 14.48860 25.08373
H11 -3.96823 13.20551 24.31149
H12 -5.19627 14.71521 23.02467
C6 -6.69840 12.09437 17.05842
C7 -5.59846 11.67538 16.09653
O6 -5.69875 10.27060 15.75383
H13 -7.60654 12.06854 16.45616
H14 -6.61801 13.13265 17.38029
H15 -6.85661 11.41841 17.89875
H16 -4.63286 11.85456 16.56939
H17 -5.63219 12.31623 15.21547
H18 -4.84365 9.88348 15.55245
C8 0.25564 14.25755 18.38442
C9 -0.99132 14.23666 19.36196
O7 -0.90300 15.41671 20.13128
H19 0.21425 13.48359 17.61802
H20 1.20627 14.07675 18.88613
H21 0.40431 15.21060 17.87680
H22 -1.08679 13.31842 19.94146
H23 -1.93476 14.26931 18.81704
H24 -1.76682 15.83242 20.18228
C10 -7.70896 19.53015 17.81768
C11 -8.23990 19.14319 19.17325
O8 -8.15838 20.27667 20.01110
H25 -8.40915 20.21159 17.33449
H26 -7.49479 18.60081 17.28989
H27 -6.75946 20.05633 17.91602
H28 -7.65575 18.39930 19.71499
H29 -9.25702 18.76321 19.07749
H30 -8.74891 20.96688 19.70047
C12 -1.26768 18.37373 22.36492
C13 -2.49695 18.31074 23.14312
O9 -2.99927 19.56016 23.44404
H31 -1.40412 18.94496 21.44667
H32 -1.07857 17.32826 22.12136
H33 -0.45761 18.79687 22.95893
H34 -2.31516 17.80975 24.09394
H35 -3.19441 17.61999 22.66930
H36 -2.31530 20.07231 23.88162
C14 -2.09816 21.08284 19.95621
C15 -3.27547 20.27239 19.40413
O10 -4.55150 20.79072 19.83734
H37 -2.10227 22.15491 19.75939
H38 -1.13157 20.68017 19.65344
H39 -2.06402 20.90087 21.03037
H40 -3.38692 19.26757 19.81158
H41 -3.28709 20.16744 18.31925
H42 -4.61842 21.67334 19.46571
C16 -8.29626 15.32361 15.34000
C17 -6.86286 15.24738 14.74004
O11 -7.08482 14.74709 13.44357
H43 -8.93022 14.44671 15.20873
H44 -8.83052 16.20067 14.97471
H45 -8.25822 15.52755 16.41007
H46 -6.28512 14.51140 15.29918
H47 -6.32051 16.18286 14.60280
H48 -6.65822 15.36534 12.84576
C18 -8.56121 15.45345 23.15446
C19 -7.73185 16.47465 22.33181
O12 -8.23431 17.73803 22.55131
H49 -8.49863 15.72694 24.20773
H50 -8.16188 14.44099 23.09467
H51 -9.62584 15.40025 22.92679
H52 -7.80508 16.21480 21.27578
H53 -6.68574 16.51208 22.63572
H54 -9.11180 17.73160 22.16201

Löwdin atomic charge list, values in e, 4 entries: atom 1 (Sn): 1.210, atom 2 (C): -0.611, atom 3 (F): 0.114, atom 4 (F): 0.124

***

No. 2
Formula: C6H17NP
Source: the Open Molecules 2025 dataset
Level of theory: ωB97M-V with the def2-TZVPD basis set

energy relative to the best compared isomer or geometry (same formula, charge and spin): 55.00 kcal/mol
LUMO level: -4.1114 eV
E_tot: -17266.8989 eV
total charge: +1
frontier orbital gap: 8.898 eV

Atoms and positions in Å:
C1 2.78663 -0.23605 0.97087
C2 -1.54596 -1.09823 -0.50609
C3 0.06747 0.10343 2.44606
C4 -1.31981 0.66431 -3.05700
C5 1.45443 -0.38053 0.34832
C6 -1.21775 0.30727 -0.35499
N1 0.36834 0.43022 1.03541
P1 -0.40060 1.29852 -1.59959
H1 2.81146 -0.81812 2.01638
H2 3.47977 -0.72521 0.28286
H3 3.04450 0.84029 1.25493
H4 -1.67174 -1.47490 0.55845
H5 -2.39148 -1.19070 -1.22228
H6 -0.84278 -1.88092 -0.87137
H7 -0.92073 0.55341 2.67542
H8 -0.24388 -0.94422 2.65103
H9 1.04630 0.18486 3.01873
H10 -2.37289 0.66854 -3.07136
H11 -0.90117 -0.39814 -3.05271
H12 -1.10543 1.20747 -3.91704
H13 0.93211 -1.38199 0.37842
H14 1.39793 -0.19717 -0.69439
H15 -1.79500 0.90187 0.38643
H16 0.54109 1.40296 0.99029
H17 -0.73230 2.71022 -1.40968

natural (NBO) atomic charge list, values in e, 4 entries: atom 1 (C): -0.643, atom 2 (C): -0.750, atom 3 (C): -0.466, atom 4 (C): -0.895

***

No. 3
Formula: C24H40BrF3N3O9
Source: the Open Molecules 2025 dataset
Level of theory: ωB97M-V with the def2-TZVPD basis set

LUMO level: -3.7602 eV
E_tot: -126614.4971 eV
total charge: +1
frontier orbital gap: 6.755 eV

Atoms and positions in Å:
C1 0.01918 0.13379 2.78360
C2 -0.78880 -1.11362 2.23545
O1 -1.21546 -2.04238 3.29528
C3 -0.40789 -2.02961 4.37388
C4 0.91405 -2.60894 4.59285
O2 1.66430 -3.34328 3.67390
C5 0.81016 -4.31389 3.18603
N1 -0.03038 -4.94661 2.74278
N2 1.24300 -2.30883 5.90336
C6 2.45694 -2.68608 6.67199
C7 1.92182 -3.41357 7.98966
O3 1.37279 -4.45824 7.88476
Br1 2.08694 -2.64386 9.78076
C8 0.26518 -1.59375 6.56073
N3 -0.71200 -1.45192 5.60934
C9 -1.97348 -0.74611 5.98821
C10 -2.99435 -1.88527 6.50254
C11 -4.07280 -2.09936 5.39729
F1 -5.10681 -1.20004 5.28229
C12 -4.03698 -3.13915 4.54046
F2 -3.00854 -4.02164 4.47060
F3 -5.03952 -3.34202 3.65816
H1 0.02712 0.88223 1.94847
H2 1.09144 -0.12633 2.99107
H3 -0.48544 0.61905 3.66350
H4 -0.17800 -1.70558 1.50074
H5 -1.73410 -0.72655 1.76462
H6 3.00430 -1.74781 6.96767
H7 3.12510 -3.40224 6.13285
H8 0.23860 -1.22961 7.60657
H9 -2.37722 -0.20733 5.09369
H10 -1.75989 -0.05241 6.84499
H11 -2.41807 -2.84515 6.62244
H12 -3.43378 -1.58815 7.48681
C13 0.76671 2.48378 -2.97680
O4 0.53144 3.63748 -2.19339
C14 -0.37929 3.39042 -1.13431
C15 -0.21334 4.42802 -0.03628
O5 0.89532 4.16715 0.82387
C16 2.18635 4.42127 0.26955
C17 2.49856 5.90079 0.12350
O6 1.89590 6.41932 -1.05287
C18 1.78362 7.82800 -1.01956
H13 -0.16307 2.12682 -3.43001
H14 1.46835 2.74732 -3.76732
H15 1.21733 1.69338 -2.36591
H16 -0.21483 2.38894 -0.71730
H17 -1.39502 3.45030 -1.54537
H18 -1.09491 4.37701 0.60904
H19 -0.17057 5.44196 -0.43637
H20 2.32435 3.88057 -0.66853
H21 2.89432 3.99710 0.98724
H22 3.58298 6.04029 0.03316
H23 2.13118 6.43763 1.00667
H24 1.14897 8.14283 -0.18394
H25 1.31627 8.15297 -1.94848
H26 2.77143 8.29238 -0.93694
C19 -0.55629 -4.82306 -5.70022
O7 -0.82347 -3.47361 -6.02275
C20 -0.99179 -2.66727 -4.86622
C21 -0.74841 -1.20421 -5.19776
O8 0.63458 -0.86300 -5.26313
C22 1.33861 -1.32860 -6.41402
C23 0.97551 -0.58092 -7.68559
O9 -0.23645 -1.08602 -8.22809
C24 -0.83627 -0.17942 -9.13081
H27 -1.38156 -5.25515 -5.12553
H28 -0.44329 -5.37784 -6.63123
H29 0.37928 -4.90296 -5.13531
H30 -0.29756 -2.98231 -4.07836
H31 -2.02344 -2.79746 -4.51486
H32 -1.15321 -0.60311 -4.37836
H33 -1.27238 -0.89911 -6.10499
H34 1.23032 -2.40835 -6.53047
H35 2.39373 -1.13701 -6.20051
H36 1.76337 -0.72630 -8.43495
H37 0.87441 0.48799 -7.46108
H38 -1.09294 0.75612 -8.62164
H39 -1.75453 -0.63099 -9.50511
H40 -0.16962 0.02304 -9.97520

Löwdin atomic charge list, values in e, 4 entries: atom 1 (C): -0.050, atom 2 (C): -0.137, atom 3 (O): -0.029, atom 4 (C): -0.193

***

No. 4
Formula: C36H26Cl4CrF6NO7P
Source: the Open Molecules 2025 dataset
Level of theory: ωB97M-V with the def2-TZVPD basis set

energy relative to the best compared isomer or geometry (same formula, charge and spin): 0.00 kcal/mol
LUMO level (spin up / spin down): 2.1985 / 2.1528 eV
<S²>: 0.764
E_tot: -157689.6525 eV
2S+1: 2
total charge: -1
frontier orbital gap (spin up / spin down): 8.280 / 7.948 eV

Atoms and positions in Å:
Cr1 -0.26837 0.13541 -0.37263
O1 -0.19315 0.42656 3.68332
C1 0.41608 0.26682 2.63995
O2 -0.15210 0.19765 1.48981
C2 1.93480 0.15744 2.68992
C3 2.48481 0.29689 3.96712
C4 3.85013 0.28745 4.17182
C5 4.70415 0.16209 3.08492
C6 4.17226 0.01738 1.81829
C7 2.79185 -0.02226 1.60175
P1 2.24383 -0.24918 -0.13565
C8 3.24210 1.11085 -0.88231
C9 4.08742 0.92698 -1.97067
C10 4.78993 1.99679 -2.51265
C11 4.65637 3.26366 -1.96928
C12 3.82366 3.45333 -0.87403
C13 3.12598 2.38783 -0.33385
C14 3.14234 -1.72874 -0.71858
C15 2.90867 -2.08332 -2.04425
C16 3.51920 -3.19201 -2.60475
C17 4.36007 -3.98160 -1.83367
C18 4.57161 -3.65888 -0.50117
C19 3.96226 -2.54341 0.05624
H1 1.79344 0.42711 4.78744
H2 4.24818 0.39568 5.17271
H3 5.77822 0.18494 3.22039
H4 4.84099 -0.05862 0.96976
H5 4.21783 -0.05411 -2.40841
H6 5.43880 1.82969 -3.36342
H7 5.19672 4.10030 -2.39433
H8 3.70088 4.43866 -0.44466
H9 2.46768 2.55925 0.50592
H10 2.20075 -1.51217 -2.62842
H11 3.31131 -3.45027 -3.63461
H12 4.83331 -4.85532 -2.26363
H13 5.20702 -4.28383 0.11468
H14 4.11873 -2.32311 1.10265
O3 -0.27880 4.14412 -0.26315
C20 -0.53277 2.95139 -0.31848
O4 0.31205 2.00334 -0.48585
C21 -1.97074 2.48590 -0.19561
C22 -2.99630 3.45442 -0.15477
C23 -4.28321 3.02701 -0.09479
C24 -4.55418 1.64060 -0.00856
C25 -5.87112 1.14275 0.11733
C26 -6.09060 -0.19642 0.26842
C27 -4.99885 -1.08591 0.31206
C28 -3.71490 -0.63555 0.17789
C29 -3.46814 0.73854 -0.01098
N1 -2.17875 1.19010 -0.16253
H15 -2.70778 4.49384 -0.19470
H16 -5.11028 3.72733 -0.09293
H17 -6.69525 1.84573 0.10451
H18 -7.09951 -0.57634 0.36573
H19 -5.17108 -2.14565 0.44772
H20 -2.87511 -1.31014 0.21283
Cl1 -2.70287 -4.19507 0.22217
C30 -1.77430 -3.78400 -1.24313
Cl2 -2.84354 -3.10687 -2.48585
C31 -0.61556 -2.80741 -0.92256
O5 0.49797 -3.16469 -1.29838
O6 -0.94913 -1.76795 -0.28737
H21 -1.36772 -4.70900 -1.63594
Cl3 1.15580 -3.11870 1.83533
C32 1.65327 -4.60946 1.03334
Cl4 0.51711 -5.94613 1.31169
H22 2.61544 -4.91252 1.42852
H23 1.68380 -4.40994 -0.03347
C33 0.95055 1.46165 -3.57835
C34 -0.29557 0.59773 -3.41355
O7 -0.39156 -0.03520 -2.20590
C35 -1.55837 1.47088 -3.65060
F1 -1.67693 1.88111 -4.93565
F2 -2.69213 0.83415 -3.32790
F3 -1.50656 2.59270 -2.90635
C36 -0.27010 -0.51299 -4.50318
F4 0.76483 -1.35014 -4.29916
F5 -1.38777 -1.25138 -4.51207
F6 -0.10813 -0.01409 -5.75482
H24 0.99542 2.19816 -2.77885
H25 0.95961 1.96094 -4.54696
H26 1.83260 0.82750 -3.50386

Löwdin atomic charge list, values in e, 4 entries: atom 1 (Cr): 0.772, atom 2 (O): 0.066, atom 3 (C): -0.566, atom 4 (O): -0.150